# 1
Molecular formula: C43H33AsClF6IN3NaO4
Method: DFT, ωB97M-V with the def2-TZVPD basis set

CARTESIAN COORDINATES (ANGSTROEM)
Na: 0.2844 -0.2811 -2.1486
C: -1.7018 -2.4198 -3.4550
C: -1.3195 -1.2558 -4.1513
C: -2.0365 -0.1667 -3.6115
C: -2.8665 -0.6638 -2.5862
C: -2.6590 -2.0543 -2.4888
H: -1.3183 -3.4161 -3.6315
H: -0.5792 -1.2021 -4.9404
H: -1.9508 0.8698 -3.9141
H: -3.5518 -0.0737 -1.9915
H: -3.1497 -2.7251 -1.7928
Cl: 5.0024 5.8249 -2.4832
C: 3.5362 4.8929 -2.2150
C: 2.3921 5.5416 -1.8403
C: 1.2183 4.8272 -1.5988
I: -0.5277 5.8610 -1.0812
C: 1.1184 3.4164 -1.6930
O: 0.1001 2.7482 -1.4107
C: 2.3508 2.7623 -2.1681
N: 2.2677 1.4273 -2.3667
C: 3.3329 0.7665 -2.7622
C: 4.5691 1.3952 -2.9900
C: 4.6748 2.7463 -2.8143
C: 3.5465 3.4877 -2.4004
H: 2.4002 6.6178 -1.7278
H: 3.2010 -0.3052 -2.8764
H: 5.4182 0.8002 -3.3013
H: 5.6104 3.2626 -2.9868
O: 1.1108 -6.2442 2.5750
C: 1.7507 -5.3257 3.4330
N: 1.8912 -4.0050 2.8822
C: 0.7285 -3.2874 2.6930
O: -0.3516 -3.7438 3.0347
C: 0.9263 -1.9640 2.0528
C: 1.9915 -1.1387 2.3973
C: 2.1681 0.0426 1.7077
C: 1.3035 0.3338 0.6629
N: 0.2939 -0.4626 0.3106
C: 0.0930 -1.5683 1.0142
H: 0.2205 -5.8961 2.4313
H: 2.7412 -5.7255 3.6408
H: 1.1873 -5.2302 4.3642
H: 2.6148 -3.8413 2.1952
H: 2.6570 -1.4269 3.2025
H: 2.9652 0.7300 1.9567
H: 1.4110 1.2352 0.0735
H: -0.7452 -2.1901 0.7143
C: -5.8274 4.5504 0.5685
C: -5.8318 3.4870 -0.3248
C: -4.7404 2.6332 -0.3919
C: -3.6384 2.8098 0.4446
C: -3.6419 3.8824 1.3309
C: -4.7271 4.7480 1.3903
As: -2.1420 1.5443 0.1997
C: -2.8358 0.1348 1.3659
C: -3.7185 -0.8746 1.0099
C: -3.9978 -1.8975 1.9075
C: -3.3751 -1.9254 3.1503
C: -2.4789 -0.9298 3.5054
C: -2.2077 0.1057 2.6173
C: -1.2379 1.1972 2.8368
C: -0.4681 1.3782 3.9824
C: 0.4312 2.4316 4.0525
C: 0.5767 3.3027 2.9777
C: -0.1756 3.1176 1.8248
C: -1.0895 2.0752 1.7543
H: -6.6726 5.2270 0.6156
H: -6.6798 3.3305 -0.9809
H: -4.7378 1.8235 -1.1145
H: -2.7889 4.0481 1.9779
H: -4.7102 5.5823 2.0821
H: -4.1601 -0.8891 0.0211
H: -4.6761 -2.6933 1.6243
H: -3.5621 -2.7467 3.8312
H: -1.9691 -0.9845 4.4603
H: -0.5606 0.6921 4.8166
H: 1.0312 2.5680 4.9450
H: 1.2887 4.1178 3.0304
H: -0.0388 3.7673 0.9698
C: 1.2831 -4.0723 -1.4726
C: 2.2820 -3.0324 -2.0263
O: 1.8120 -1.7949 -2.0729
C: 3.5599 -3.0877 -1.1307
F: 4.5045 -2.2045 -1.4956
F: 3.2424 -2.7845 0.1573
F: 4.1730 -4.2995 -1.0699
C: 2.6849 -3.4983 -3.4602
F: 3.6244 -2.7047 -4.0187
F: 3.1814 -4.7668 -3.5271
F: 1.6199 -3.4714 -4.2725
H: 1.0348 -3.7872 -0.4509
H: 1.6623 -5.0956 -1.4845
H: 0.3766 -3.9894 -2.0703

For the HOMO energy, the calculation gives -1.47 eV. The value obtained for the electronic energy is -5878.98354 Eh. The calculation puts the frontier orbital gap at 5.2176 eV. Its lowest unoccupied orbital energy is 3.75 eV. The energy relative to the best compared isomer or geometry (same formula, charge and spin) comes out at 2.5 kcal/mol. As for the net charge: -2.

# 2
Molecular formula: C43H33BrMoN12O5S2
Method: DFT, ωB97M-V with the def2-TZVPD basis set

CARTESIAN COORDINATES (ANGSTROEM)
Mo: 0.3588 0.4243 0.1859
C: -4.2641 1.1715 0.8946
C: -2.9505 0.6621 0.3720
N: -1.8309 0.9193 0.9564
N: -1.9850 1.5855 2.1573
C: -0.9221 2.1745 2.6027
N: -1.0529 2.8930 3.7502
S: 0.6490 2.1569 1.8871
C: -3.0093 -0.1760 -0.8548
C: -4.2124 -0.3288 -1.5452
C: -4.2472 -1.1274 -2.6755
C: -3.0880 -1.7565 -3.0868
C: -1.9393 -1.5545 -2.3373
N: -1.8971 -0.7939 -1.2514
H: -4.1118 1.8586 1.7155
H: -4.8810 0.3396 1.2424
H: -4.8096 1.6800 0.0992
H: -1.9079 2.7754 4.2666
H: -0.2243 3.1532 4.2525
H: -5.1145 0.1621 -1.2177
H: -5.1724 -1.2513 -3.2232
H: -3.0617 -2.3874 -3.9643
H: -1.0061 -2.0155 -2.6373
Br: 1.7056 -12.6096 -2.7653
C: 1.3022 -10.9043 -2.0509
C: 1.9144 -9.7813 -2.5915
C: 1.6287 -8.5325 -2.0703
C: 0.7328 -8.4170 -1.0112
C: 0.1346 -9.5476 -0.4735
C: 0.4118 -10.8015 -0.9962
N: 0.3795 -7.1799 -0.3914
N: 0.7753 -6.1693 -0.9949
C: 0.4593 -4.9325 -0.3821
C: -0.1798 -4.8048 0.8332
C: -0.4530 -3.5541 1.3891
C: -0.0782 -2.3961 0.7286
O: -0.3224 -1.1990 1.2109
C: 0.5731 -2.5145 -0.5308
N: 0.8912 -1.3389 -1.1511
C: 1.5049 -1.3714 -2.3078
C: 1.8225 -2.5899 -2.9463
C: 1.4999 -3.7745 -2.3532
C: 0.8516 -3.7690 -1.0938
H: 2.6125 -9.8895 -3.4100
H: 2.0990 -7.6478 -2.4735
H: -0.5502 -9.4300 0.3557
H: -0.0534 -11.6872 -0.5874
H: -0.4682 -5.7009 1.3644
H: -0.9507 -3.4709 2.3456
H: 1.7171 -0.4202 -2.7732
H: 2.3038 -2.5614 -3.9137
H: 1.7261 -4.7200 -2.8253
S: 2.3355 -0.5659 1.3888
C: 3.5912 0.1369 0.4724
N: 4.8668 -0.1033 0.8023
N: 5.8270 0.2342 -0.0380
C: 5.8535 0.1991 -1.4532
C: 5.1085 -0.7283 -2.1751
C: 5.2327 -0.7671 -3.5527
C: 6.0895 0.1025 -4.2179
C: 6.8381 1.0115 -3.4876
C: 6.7236 1.0616 -2.1057
N: 3.3507 1.0533 -0.4844
N: 2.1201 1.3744 -0.6750
C: 2.0679 2.4789 -1.6108
C: 1.3617 3.6321 -1.3038
C: 1.3534 4.6813 -2.2110
C: 2.0378 4.5780 -3.4136
C: 2.7498 3.4233 -3.7050
C: 2.7725 2.3732 -2.8026
H: 6.7321 0.2548 0.4056
H: 4.4474 -1.4166 -1.6626
H: 4.6615 -1.4935 -4.1156
H: 6.1747 0.0636 -5.2955
H: 7.5096 1.6946 -3.9909
H: 7.2928 1.7851 -1.5352
H: 0.8246 3.7000 -0.3689
H: 0.8041 5.5831 -1.9728
H: 2.0199 5.3970 -4.1210
H: 3.2893 3.3346 -4.6393
H: 3.3297 1.4712 -3.0178
O: -0.1160 0.8430 -3.2622
C: -0.7305 1.5444 -2.4803
O: -0.5284 1.6423 -1.2024
C: -1.8890 2.3902 -2.9517
C: -2.5898 3.2002 -2.0647
C: -3.6828 3.9302 -2.5026
C: -4.0466 3.8252 -3.8329
C: -3.3644 3.0341 -4.7403
C: -2.2736 2.3129 -4.2852
N: -5.2195 4.5911 -4.3064
O: -5.8305 5.2492 -3.4890
O: -5.5147 4.5012 -5.4804
H: -2.2715 3.2505 -1.0320
H: -4.2472 4.5676 -1.8388
H: -3.6899 2.9912 -5.7684
H: -1.7076 1.6741 -4.9493

For the HOMO energy (spin up / spin down), the calculation gives -7.40 / -7.55 eV. The value obtained for the electronic energy is -6130.22538 Eh. The calculation puts the frontier orbital gap (spin up / spin down) at 6.4070 / 6.2870 eV. Its lowest unoccupied orbital energy (spin up / spin down) is -0.99 / -1.27 eV. The spin multiplicity is 3. The energy relative to the best compared isomer or geometry (same formula, charge and spin) comes out at 0.2 kcal/mol. As for the net charge: 0.

# 3
Molecular formula: C43H33INO5P2Re
Method: DFT, ωB97M-V with the def2-TZVPD basis set

CARTESIAN COORDINATES (ANGSTROEM)
Re: 1.2314 1.2906 0.6474
O: -1.3044 6.1193 3.2456
C: -0.7651 5.0718 2.6245
C: -0.4717 5.0765 1.2524
C: 0.0645 3.9388 0.7109
N: 0.3055 2.8770 1.4828
C: 0.0364 2.8440 2.7906
C: -0.5059 3.9376 3.4100
C: 0.3780 1.5004 3.4141
O: 0.0941 1.2441 4.5490
O: 0.9617 0.6790 2.5528
C: 0.4322 3.7040 -0.7449
O: 0.2735 4.5466 -1.5801
O: 0.8966 2.4760 -0.9557
H: -1.4675 6.8498 2.6354
H: -0.6691 5.9291 0.6147
H: -0.7392 3.9186 4.4654
C: -0.5860 -1.2610 -2.1930
C: -1.2983 0.0203 -1.7267
P: -1.1789 0.4900 0.0479
C: -2.1318 -0.7052 1.0067
C: -3.3812 -1.1318 0.5630
C: -4.0884 -2.0609 1.3056
C: -3.5640 -2.5458 2.4987
C: -2.3339 -2.0981 2.9556
C: -1.6136 -1.1778 2.2082
C: -2.2478 1.9731 0.0836
C: -2.8107 2.3233 1.3152
C: -3.6198 3.4398 1.4290
C: -3.8748 4.2293 0.3129
C: -3.3241 3.8891 -0.9116
C: -2.5193 2.7618 -1.0307
P: -0.8621 -2.8556 -1.2315
C: -2.0146 -3.7029 -2.3697
C: -2.0222 -5.0975 -2.4136
C: -2.9498 -5.7751 -3.1880
C: -3.8994 -5.0702 -3.9159
C: -3.9149 -3.6855 -3.8641
C: -2.9786 -3.0062 -3.0957
C: 0.7102 -3.7241 -1.5906
C: 1.4457 -4.1867 -0.5011
C: 2.6519 -4.8504 -0.6916
C: 3.1367 -5.0435 -1.9762
C: 2.4075 -4.5913 -3.0721
C: 1.1936 -3.9509 -2.8804
H: 0.4947 -1.0931 -2.2112
H: -0.8660 -1.4397 -3.2327
H: -2.3552 -0.0329 -1.9959
H: -0.8711 0.8693 -2.2647
H: -3.8072 -0.7462 -0.3551
H: -5.0522 -2.4064 0.9559
H: -4.1223 -3.2716 3.0751
H: -1.9299 -2.4704 3.8874
H: -0.6371 -0.8494 2.5470
H: -2.6389 1.6990 2.1860
H: -4.0630 3.6879 2.3854
H: -4.5166 5.0969 0.3970
H: -3.5191 4.4957 -1.7859
H: -2.1004 2.5264 -1.9986
H: -1.2879 -5.6576 -1.8457
H: -2.9337 -6.8565 -3.2225
H: -4.6242 -5.5997 -4.5198
H: -4.6547 -3.1294 -4.4253
H: -3.0131 -1.9235 -3.0674
H: 1.0620 -4.0356 0.5014
H: 3.2094 -5.2180 0.1604
H: 4.0725 -5.5653 -2.1306
H: 2.7763 -4.7589 -4.0757
H: 0.6143 -3.6262 -3.7378
I: 2.6240 -0.7091 -0.6227
C: 4.4347 0.0379 0.1015
C: 5.5681 -0.6779 -0.1338
C: 6.7977 -0.1552 0.3162
C: 6.8253 1.0472 0.9574
C: 5.6399 1.7858 1.1960
C: 5.6936 3.0388 1.8491
C: 4.5506 3.7434 2.0660
C: 3.3042 3.2208 1.6633
C: 3.1678 1.9973 1.0313
C: 4.3834 1.2768 0.7744
H: 5.5361 -1.6243 -0.6572
H: 7.7081 -0.7112 0.1405
H: 7.7657 1.4625 1.2972
H: 6.6550 3.4233 2.1651
H: 4.5863 4.7069 2.5572
H: 2.4409 3.8329 1.8831

For the HOMO energy (spin up / spin down), the calculation gives -10.42 / -10.42 eV. The value obtained for the electronic energy is -3147.91346 Eh. The calculation puts the frontier orbital gap (spin up / spin down) at 7.3291 / 5.6882 eV. Its lowest unoccupied orbital energy (spin up / spin down) is -3.09 / -4.73 eV. The spin multiplicity is 4. The energy relative to the best compared isomer or geometry (same formula, charge and spin) comes out at 0.0 kcal/mol. As for the net charge: +1.

> Which of these has the highest electronic energy?

C43H33INO5P2Re

> electronic energy of number 3 (C43H33INO5P2Re)?

-3147.91346 Eh

> Which of these has the highest electronic energy?

C43H33INO5P2Re